ORCA calculation (ωB97M-V/def2-TZVPD) on 2 unconnected molecules or ions with the total composition HO3S at a distorted geometry.

Last column: Löwdin charge in e.
Geometry (Å):
O 0.153 0.702 -1.466  -0.53
O 0.269 1.091 1.105  -0.55
O -1.817 -1.585 0.263  -0.59
S 0.108 0.201 -0.064  0.68
H 1.287 -0.409 0.162  -0.02

Its net charge is -1. As for the spin multiplicity: 1. The gap between HOMO and LUMO (alpha / beta) is 0.2541 / 0.2951 Ha. Its total energy is -624.367675 Ha. Its energy relative to the best compared isomer or geometry (same formula, charge and spin) is 4.979 eV. For the LUMO energy (alpha / beta), the calculation gives 3.06 / 4.12 eV.

---

ORCA calculation (ωB97M-V/def2-TZVPD) on a molecular structure, HO5PS at a distorted geometry.

Last column: Löwdin charge in e.
Geometry (Å):
O 0.842 -2.169 -0.296  -0.20
O -1.136 -0.669 -0.425  -0.15
O 0.467 -0.477 1.387  -0.31
O 1.080 0.384 -0.836  -0.49
O -0.830 1.735 0.234  -0.42
P 0.587 1.860 -0.075  0.99
S 0.328 -0.895 0.013  0.52
H -1.338 0.231 -0.003  0.05

As for the spin multiplicity: 1. The gap between HOMO and LUMO is 0.3790 Ha. Its total energy is -1116.359408 Ha. Its energy relative to the best compared isomer or geometry (same formula, charge and spin) is 0.743 eV. For the LUMO energy, the calculation gives -1.63 eV.

---

ORCA calculation (ωB97M-V/def2-TZVPD) on a molecular structure, HO6S2 at a distorted geometry.

Last column: Löwdin charge in e.
Geometry (Å):
O 1.304 -0.878 1.278  -0.32
O -0.827 0.064 -2.410  -0.35
O -0.910 -1.391 -0.511  -0.30
O 1.654 1.283 0.243  -0.34
O 3.297 -0.485 -0.012  -0.29
O 1.212 -0.604 -1.266  -0.37
S -0.296 -0.312 -1.132  0.50
S 1.966 -0.108 0.235  0.36
H -0.412 0.870 -0.407  0.10

Its net charge is -1. As for the spin multiplicity: 1. The gap between HOMO and LUMO is 0.3669 Ha. Its total energy is -1248.488076 Ha. Its energy relative to the best compared isomer or geometry (same formula, charge and spin) is 0.337 eV. For the LUMO energy, the calculation gives 3.67 eV.

---

ORCA calculation (ωB97M-V/def2-TZVPD) on 2 unconnected molecules or ions with the total composition HOS3 at a distorted geometry.

Last column: Löwdin charge in e.
Geometry (Å):
O 0.149 -0.257 -1.492  -0.64
S 1.678 -0.950 0.722  0.01
S -2.645 0.050 0.530  -0.30
S 0.166 -0.084 -0.083  -0.03
H 0.652 1.241 0.323  -0.03

Its net charge is -1. As for the spin multiplicity: 1. The gap between HOMO and LUMO (alpha / beta) is 0.2150 / 0.2375 Ha. Its total energy is -1270.342139 Ha. Its energy relative to the best compared isomer or geometry (same formula, charge and spin) is 2.679 eV. For the LUMO energy (alpha / beta), the calculation gives 1.87 / 2.35 eV.

---

ORCA calculation (ωB97M-V/def2-TZVPD) on HPS5 in the gas phase at a distorted geometry.

Last column: Löwdin charge in e.
Geometry (Å):
P -2.089 0.699 -0.607  0.09
S 0.108 1.219 -0.808  -0.04
S -2.084 -0.693 0.761  0.09
S 1.233 -0.342 -1.206  -0.02
S 3.637 -1.255 1.202  0.10
S 1.874 -1.437 0.643  -0.09
H -2.679 1.809 0.014  -0.12

As for the spin multiplicity: 1. The gap between HOMO and LUMO (alpha / beta) is 0.2475 / 0.2306 Ha. Its total energy is -2332.845740 Ha. Its energy relative to the best compared isomer or geometry (same formula, charge and spin) is 2.181 eV. For the LUMO energy (alpha / beta), the calculation gives -1.93 / -2.54 eV.

---

ORCA calculation (ωB97M-V/def2-TZVPD) on I2NP in the gas phase at a distorted geometry.

Last column: Löwdin charge in e.
Geometry (Å):
N -0.968 -2.102 -1.471  -0.41
P -0.347 -0.976 -0.772  -0.04
I -1.117 -0.845 1.715  0.22
I 0.284 1.531 -1.112  0.23

As for the spin multiplicity: 1. The gap between HOMO and LUMO (alpha / beta) is 0.2412 / 0.2411 Ha. Its SMILES is N#P(I)I. Its total energy is -991.429167 Ha. Its energy relative to the best compared isomer or geometry (same formula, charge and spin) is 0.518 eV. For the LUMO energy (alpha / beta), the calculation gives -3.33 / -3.33 eV.

---

ORCA calculation (ωB97M-V/def2-TZVPD) on a molecular structure, I5Mg at a distorted geometry.

Last column: Löwdin charge in e.
Geometry (Å):
Mg 6.987 6.069 3.392  0.28
I 2.141 6.804 3.082  -0.94
I 4.707 6.670 6.027  -0.58
I 9.840 6.737 4.273  -0.43
I 9.189 3.451 2.186  -0.66
I 6.285 3.053 5.445  -0.68

Its net charge is -3. As for the spin multiplicity: 1. The gap between HOMO and LUMO is 0.1607 Ha. Its total energy is -1688.673047 Ha. Its energy relative to the best compared isomer or geometry (same formula, charge and spin) is 2.509 eV. For the LUMO energy, the calculation gives 5.78 eV.

---

ORCA calculation (ωB97M-V/def2-TZVPD) on a molecular structure, ILi2.

Last column: Löwdin charge in e.
Geometry (Å):
Li -0.983 2.305 -0.037  0.66
Li 0.249 -2.501 0.027  0.67
I 0.735 0.196 0.009  -0.33

Its net charge is +1. As for the spin multiplicity: 1. The gap between HOMO and LUMO is 0.3135 Ha. Its total energy is -312.615263 Ha. Its energy relative to the best compared isomer or geometry (same formula, charge and spin) is 0.100 eV. For the LUMO energy, the calculation gives -4.31 eV.

---

- The highest energy relative to the best compared isomer or geometry (same formula, charge and spin) belongs to which entry?
  HO3S

---

Copy entry 5 word for word.
ORCA calculation (ωB97M-V/def2-TZVPD) on HPS5 in the gas phase at a distorted geometry.

Last column: Löwdin charge in e.
Geometry (Å):
P -2.089 0.699 -0.607  0.09
S 0.108 1.219 -0.808  -0.04
S -2.084 -0.693 0.761  0.09
S 1.233 -0.342 -1.206  -0.02
S 3.637 -1.255 1.202  0.10
S 1.874 -1.437 0.643  -0.09
H -2.679 1.809 0.014  -0.12

As for the spin multiplicity: 1. The gap between HOMO and LUMO (alpha / beta) is 0.2475 / 0.2306 Ha. Its total energy is -2332.845740 Ha. Its energy relative to the best compared isomer or geometry (same formula, charge and spin) is 2.181 eV. For the LUMO energy (alpha / beta), the calculation gives -1.93 / -2.54 eV.

---

- Look up the spin multiplicity of the sixth one.
  1

---

- Look up the energy relative to the best compared isomer or geometry (same formula, charge and spin) of the sixth one.
  0.518 eV